{
  "formula": "C6H15BrNO2",
  "method": "the ωB97M-V functional and the def2-TZVPD basis",
  "orbital_gap_ha": 0.1745,
  "total_energy_ev": -82088.2166,
  "total_charge": -1,
  "e_above_lowest_kj_mol": 675.8,
  "symbols": ["Br", "C", "O", "C", "C", "N", "C", "C", "O", "C", "H", "H", "H", "H", "H", "H", "H", "H", "H", "H", "H", "H", "H", "H", "H"],
  "coordinates": [[34.005, 9.358, 5.182], [34.037, 9.351, 8.726], [33.989, 10.806, 8.591], [35.087, 11.318, 7.787], [34.696, 11.296, 6.269], [33.814, 12.420, 5.990], [34.545, 13.728, 5.978], [33.636, 14.899, 6.135], [32.969, 14.826, 7.415], [33.737, 15.249, 8.522], [33.062, 8.960, 9.015], [34.817, 9.039, 9.421], [34.133, 8.830, 7.773], [36.037, 10.849, 8.045], [35.106, 12.338, 8.170], [34.242, 10.330, 6.050], [35.639, 11.311, 5.723], [33.122, 12.466, 6.725], [35.022, 13.874, 5.009], [35.366, 13.794, 6.692], [32.865, 14.894, 5.365], [34.117, 15.874, 6.056], [33.171, 16.036, 9.021], [34.738, 15.647, 8.350], [33.837, 14.370, 9.159]],
  "forces_ev_per_a": [[-3.77, -12.80, -9.75], [-0.58, 0.81, -0.72], [0.35, -1.91, 0.16], [-1.20, 0.58, -0.41], [3.27, 6.09, 5.53], [1.01, 1.44, -0.52], [-0.19, -0.77, -0.79], [-0.89, 0.04, 0.96], [0.18, 0.61, -0.88], [-0.57, -0.47, 0.29], [-0.12, 0.50, 0.71], [0.07, 0.04, 0.13], [0.67, 0.36, -0.26], [0.06, -0.39, -0.01], [0.44, 0.40, 0.03], [0.98, 5.82, 5.56], [-0.23, 0.29, -0.49], [-0.16, -0.07, 0.15], [0.14, -0.35, -0.32], [0.09, -0.13, 0.45], [-0.22, -0.22, 0.13], [0.47, 0.05, -0.01], [-0.02, 0.00, 0.30], [0.09, -0.09, -0.65], [0.14, 0.17, 0.41]]
}

=====

{
  "formula": "C6H15BrNP",
  "method": "the ωB97M-V functional and the def2-TZVPD basis",
  "orbital_gap_ha": [0.2978, 0.2864],
  "total_energy_ev": -87282.8173,
  "e_above_lowest_kj_mol": 338.5,
  "symbols": ["C", "C", "C", "C", "C", "C", "N", "P", "Br", "H", "H", "H", "H", "H", "H", "H", "H", "H", "H", "H", "H", "H", "H", "H"],
  "coordinates": [[-1.349, 2.022, -0.685], [0.764, 2.238, 0.715], [-1.046, -1.663, 0.953], [0.123, -1.874, -1.436], [-0.363, 1.344, 0.293], [-0.646, -0.967, -0.450], [0.192, 0.198, -0.341], [2.494, -1.028, 1.456], [4.256, -0.434, 0.294], [-0.797, 2.645, -1.457], [-2.050, 1.231, -1.076], [-2.098, 2.624, -0.049], [1.352, 2.397, -0.293], [1.334, 1.486, 1.321], [0.469, 3.236, 1.114], [-0.184, -1.671, 1.628], [-1.937, -1.260, 1.417], [-1.064, -2.708, 0.671], [0.273, -1.144, -2.316], [-0.512, -2.732, -1.738], [1.135, -2.182, -0.875], [-0.969, 1.195, 1.217], [-1.564, -0.787, -1.170], [2.186, -2.167, 0.806]],
  "forces_ev_per_a": [[-1.47, 0.32, 0.51], [1.62, -0.28, -2.22], [1.45, 0.33, -2.12], [1.36, 0.35, 0.81], [-1.57, 0.90, 0.45], [-0.95, -0.54, -0.87], [-0.42, -0.28, 0.38], [0.09, 1.62, 1.11], [0.00, -0.11, -0.15], [-1.00, -0.86, 0.78], [0.97, 0.87, -0.32], [1.44, -0.24, -1.06], [-0.67, -0.03, 2.06], [0.17, 1.71, 0.11], [0.33, -1.06, 0.16], [-0.18, 0.67, 0.07], [-0.09, -0.17, 0.03], [-0.97, -0.37, 0.17], [0.34, -1.66, 1.16], [0.70, 0.31, 0.14], [-2.10, 0.42, -1.91], [0.17, -0.80, -0.40], [0.90, 0.31, 2.03], [-0.11, -1.40, -0.93]]
}

=====

{
  "formula": "C6H15ClFN2O4S",
  "method": "the ωB97M-V functional and the def2-TZVPD basis",
  "orbital_gap_ha": 0.3986,
  "total_energy_ev": -43701.7849,
  "total_charge": 1,
  "symbols": ["O", "C", "Cl", "C", "N", "S", "O", "O", "F", "H", "H", "H", "C", "C", "C", "O", "C", "N", "H", "H", "H", "H", "H", "H", "H", "H", "H", "H", "H", "H"],
  "coordinates": [[1.045, 3.031, -0.671], [0.075, 3.159, 0.127], [-0.266, 1.781, 1.269], [-0.720, 4.548, 0.065], [-2.001, 4.496, -0.708], [-3.108, 3.335, -0.056], [-3.059, 3.309, 1.442], [-2.897, 1.987, -0.703], [-4.628, 3.851, -0.595], [-0.845, 4.924, 1.154], [-0.050, 5.329, -0.461], [-2.459, 5.418, -0.525], [1.061, -3.285, -1.459], [1.127, -1.869, -0.906], [1.926, -1.761, 0.398], [1.154, -2.273, 1.484], [1.475, -3.617, 1.854], [-0.274, -1.429, -0.595], [0.447, -3.946, -0.842], [0.624, -3.282, -2.462], [2.061, -3.716, -1.534], [1.521, -1.189, -1.663], [2.091, -0.702, 0.616], [2.911, -2.229, 0.321], [2.508, -3.882, 1.618], [0.790, -4.303, 1.353], [1.325, -3.717, 2.930], [-0.954, -1.675, -1.319], [-0.324, -0.419, -0.426], [-0.556, -1.875, 0.293]],
  "forces_ev_per_a": [[-4.32, 0.18, 3.75], [4.01, 0.33, -4.17], [0.03, 1.34, -0.70], [0.83, 0.21, 1.81], [-1.43, 0.12, 1.04], [-0.52, -4.35, 1.85], [-0.59, 0.92, -4.43], [-0.53, 4.64, 1.36], [3.40, -0.39, 0.99], [-0.10, -0.75, -1.65], [-1.00, -1.70, 0.61], [0.28, -0.77, -0.50], [-0.18, -0.04, -0.31], [0.43, -0.74, -0.19], [-0.58, 0.71, 0.47], [0.64, -0.01, -0.48], [-0.39, -0.26, 0.25], [-0.32, 0.33, 0.38], [0.12, 0.07, 0.08], [0.07, -0.04, 0.05], [-0.11, 0.10, 0.02], [0.00, 0.03, 0.13], [0.02, -0.03, 0.04], [-0.20, -0.12, -0.14], [-0.06, 0.13, -0.03], [0.16, -0.15, 0.02], [0.02, 0.11, -0.11], [0.18, 0.05, 0.01], [-0.05, 0.09, -0.05], [0.18, -0.02, -0.10]]
}

=====

{
  "formula": "C6H15ClLi2NO2",
  "method": "the ωB97M-V functional and the def2-TZVPD basis",
  "orbital_gap_ha": [0.1349, 0.3538],
  "s_squared": 0.750,
  "total_energy_ev": -24982.7138,
  "spin_multiplicity": 2,
  "symbols": ["Li", "Li", "Cl", "C", "O", "C", "C", "N", "C", "C", "O", "C", "H", "H", "H", "H", "H", "H", "H", "H", "H", "H", "H", "H", "H", "H", "H"],
  "coordinates": [[0.926, -0.538, -1.944], [0.285, 0.794, -4.739], [-1.226, -0.018, -3.150], [1.212, -3.590, -1.131], [0.666, -2.246, -0.885], [0.773, -1.899, 0.447], [0.092, -0.542, 0.557], [0.799, 0.502, -0.197], [-0.004, 1.723, -0.318], [-0.015, 2.631, 1.009], [-0.784, 2.071, 2.070], [-2.192, 1.879, 1.895], [2.275, -3.620, -0.892], [1.083, -3.780, -2.197], [0.780, -4.398, -0.541], [1.792, -1.991, 0.823], [0.234, -2.637, 1.040], [0.112, -0.215, 1.597], [-0.965, -0.582, 0.294], [1.599, 0.786, 0.349], [-1.024, 1.579, -0.674], [0.496, 2.296, -1.099], [-0.418, 3.621, 0.796], [1.007, 2.682, 1.384], [-2.647, 2.134, 2.852], [-2.293, 0.845, 1.564], [-2.562, 2.513, 1.089]],
  "forces_ev_per_a": [[-0.60, 0.02, -0.37], [-0.29, -0.19, 0.35], [0.81, 0.07, -0.05], [0.11, 0.96, -0.51], [0.99, -2.17, -1.50], [-1.15, 0.24, 0.88], [0.80, 0.24, 1.78], [-0.90, -0.28, -0.37], [0.38, 1.91, 0.91], [-0.96, -1.66, -1.04], [0.50, 0.11, 0.43], [1.44, 0.18, -0.67], [0.18, 0.31, -0.06], [-0.07, -0.03, 0.18], [-0.67, 0.38, 0.12], [0.42, 0.64, -0.13], [-0.38, 0.01, 0.27], [-0.23, -0.33, 0.36], [0.20, -0.20, -0.51], [0.39, -0.23, -0.05], [0.14, -0.54, 0.03], [-0.14, 0.36, -0.02], [0.22, 0.19, -0.32], [-0.02, 0.25, 0.08], [-0.22, -0.34, -0.23], [-0.71, -0.11, 0.35], [-0.24, 0.21, 0.08]]
}

=====

{
  "formula": "C6H15CoO3",
  "method": "the ωB97M-V functional and the def2-TZVPD basis",
  "orbital_gap_ha": [0.3642, 0.2672],
  "s_squared": 6.014,
  "total_energy_ev": -50210.6141,
  "total_charge": 2,
  "spin_multiplicity": 5,
  "symbols": ["H", "O", "C", "C", "O", "C", "C", "O", "C", "Co", "H", "H", "H", "H", "H", "H", "H", "H", "H", "H", "H", "C", "H", "H", "H"],
  "coordinates": [[0.394, 2.420, 1.464], [-0.791, 0.630, -1.851], [-0.676, -0.675, -2.401], [-0.218, -1.704, -1.406], [0.021, -1.112, -0.151], [0.570, -1.837, 0.934], [0.820, -0.923, 2.111], [0.301, 0.366, 1.956], [0.711, 1.889, 2.962], [-0.207, 0.842, 0.079], [0.036, -0.626, -3.237], [-1.663, -0.961, -2.794], [0.719, -2.168, -1.744], [-0.997, -2.468, -1.269], [1.515, -2.277, 0.583], [-0.156, -2.622, 1.194], [1.903, -0.891, 2.318], [0.327, -1.359, 2.998], [0.081, 2.768, 3.135], [0.579, 1.417, 3.946], [1.807, 1.972, 2.917], [-1.197, 1.639, -2.768], [-1.529, 2.495, -2.174], [-0.344, 1.930, -3.398], [-2.008, 1.257, -3.403]],
  "forces_ev_per_a": [[0.09, -0.28, 0.33], [0.46, 0.19, 2.10], [-0.35, -0.08, -1.69], [0.26, -1.74, 0.09], [-0.21, 2.48, 0.39], [-0.03, -1.44, -0.61], [1.13, -0.75, 2.49], [-1.14, 3.66, -1.08], [1.51, -1.96, 0.79], [-0.11, -1.04, -0.26], [-0.25, 0.02, 0.15], [0.29, 0.16, 0.03], [-0.33, -0.05, 0.07], [0.34, 0.05, -0.11], [-0.30, -0.09, 0.23], [0.37, 0.10, -0.02], [-0.35, 0.13, -0.07], [0.33, 0.07, -0.27], [-0.46, 0.14, -0.86], [-0.40, -0.63, -0.26], [-0.54, 0.32, -0.71], [-0.17, 0.79, -0.96], [-0.05, -0.16, -0.24], [-0.24, -0.11, 0.16], [0.16, 0.19, 0.30]]
}